Entry 1:
This record from OMol25 describes a 3-piece molecular cluster, C15H23ClO7S overall. The level of theory is ωB97M-V with the def2-TZVPD basis set.

Values from the calculation:
Structure (SMILES) = O=C1OC(=O)C(CCCCl)=C1S.CCOC(C)=O.CCOC(C)=O
Gap between HOMO and LUMO = 8.161 eV
Net charge = 0
HOMO level = -9.824 eV
LUMO level = -1.7 eV

Each line ends with the natural charge from an NBO analysis.
CARTESIAN COORDINATES (ANGSTROEM)
O  2.64  -4.71  -2.49  -0.52
C  2.30  -3.42  -2.51  0.76
O  2.75  -2.25  -1.73  -0.51
C  1.63  -1.27  -1.75  0.76
O  1.54  -0.30  -0.83  -0.52
C  0.63  -1.59  -3.06  -0.03
C  -0.57  -0.65  -3.68  -0.47
C  -2.08  -1.22  -3.40  -0.43
C  -2.16  -2.46  -2.32  -0.38
Cl  -1.94  -1.92  -0.54  -0.08
C  1.11  -2.94  -3.53  -0.24
S  0.32  -3.75  -5.03  0.01
H  -0.48  -0.50  -4.86  0.25
H  -0.52  0.45  -3.23  0.27
H  -2.55  -1.58  -4.41  0.22
H  -2.79  -0.37  -2.98  0.27
H  -1.46  -3.37  -2.55  0.22
H  -3.28  -2.88  -2.39  0.23
H  -0.14  -5.05  -4.75  0.18
C  -4.29  1.98  2.92  -0.64
C  -2.94  2.21  2.27  -0.07
O  -2.89  1.61  0.96  -0.50
C  -3.35  2.18  -0.17  0.81
C  -4.21  3.40  -0.07  -0.74
O  -3.14  1.66  -1.27  -0.60
H  -5.10  2.44  2.34  0.20
H  -4.31  2.40  3.93  0.22
H  -4.51  0.91  2.97  0.22
H  -2.67  3.27  2.22  0.18
H  -2.17  1.72  2.87  0.21
H  -5.26  3.11  -0.11  0.25
H  -3.99  4.06  -0.91  0.25
H  -4.03  4.00  0.83  0.22
C  5.86  0.16  2.77  -0.64
C  4.68  -0.51  3.44  -0.07
O  3.73  0.47  3.90  -0.51
C  2.77  1.02  3.13  0.80
C  2.82  0.84  1.65  -0.74
O  1.90  1.73  3.64  -0.59
H  5.55  0.73  1.88  0.21
H  6.60  -0.58  2.46  0.22
H  6.33  0.88  3.45  0.22
H  4.20  -1.26  2.81  0.18
H  5.03  -1.04  4.33  0.20
H  3.31  1.70  1.19  0.24
H  1.80  0.75  1.27  0.26
H  3.33  -0.07  1.34  0.22

Entry 2:
This record from OMol25 describes C15H23F3FeNO2P as an isolated structure. The level of theory is ωB97M-V with the def2-TZVPD basis set.

Values from the calculation:
Gap between HOMO and LUMO (alpha / beta) = 7.311 / 8.179 eV
Net charge = 0
ΔE to the lowest compared entry with this formula, charge and spin = 0.0 kJ/mol
HOMO level (alpha / beta) = -7.049 / -8.400 eV
2S+1 = 5
LUMO level (alpha / beta) = 0.3 / -0.2 eV

Each line ends with the Löwdin spin population.
CARTESIAN COORDINATES (ANGSTROEM)
C  -0.66  -2.15  2.97  0.00
C  0.44  -2.46  2.15  0.01
C  0.74  -1.66  1.04  0.03
C  -0.02  -0.54  0.78  0.11
C  -1.09  -0.19  1.60  0.02
C  -1.41  -1.00  2.70  0.00
C  1.88  -2.11  0.16  0.01
C  1.89  -1.61  -1.29  0.02
N  0.56  -1.49  -1.92  0.09
Fe  0.49  0.56  -0.88  3.42
C  -1.86  1.07  1.32  0.01
P  -1.46  1.65  -0.41  0.09
H  1.04  -3.35  2.31  0.00
H  -2.29  -0.72  3.29  0.00
H  -0.94  -2.81  3.79  0.00
H  -1.52  1.87  1.99  0.00
H  -2.95  0.93  1.38  0.00
H  2.82  -1.76  0.61  0.00
H  1.93  -3.21  0.09  0.00
H  2.33  -0.59  -1.37  0.01
C  -1.60  3.46  -0.26  0.03
C  -2.96  1.12  -1.30  0.01
H  2.50  -2.28  -1.93  0.00
C  -0.44  -2.54  -1.59  0.00
C  0.73  -1.44  -3.40  0.01
H  -0.18  1.18  -2.24  0.01
H  -0.81  -2.99  -2.51  0.00
H  0.02  -3.31  -0.96  0.00
H  -1.30  -2.08  -1.09  0.00
H  0.30  -2.35  -3.85  0.00
H  0.19  -0.58  -3.78  0.01
H  1.79  -1.38  -3.69  0.00
H  -3.85  1.63  -0.88  0.00
H  -2.82  1.37  -2.36  0.00
H  -3.05  0.03  -1.19  0.00
H  -2.60  3.72  0.11  0.01
H  -0.84  3.80  0.45  0.00
H  -1.42  3.91  -1.24  0.00
H  -0.63  0.36  -2.07  0.01
F  3.46  3.90  1.87  0.00
C  2.93  2.70  2.28  0.00
F  3.90  1.75  2.15  0.00
F  2.65  2.83  3.61  0.00
C  1.64  2.33  1.39  0.01
O  1.82  1.63  0.33  0.06
O  0.60  2.81  1.85  0.01

Entry 3:
This record from OMol25 describes C15H23ILuN5O2S as an isolated structure. The level of theory is ωB97M-V with the def2-TZVPD basis set.

Values from the calculation:
Gap between HOMO and LUMO = 8.284 eV
Net charge = +2
ΔE to the lowest compared entry with this formula, charge and spin = 45.8 kJ/mol
HOMO level = -13.864 eV
LUMO level = -5.6 eV

Each line ends with the natural charge from an NBO analysis.
CARTESIAN COORDINATES (ANGSTROEM)
Lu  7.67  -11.32  -8.15  2.03
O  7.74  -13.49  -7.78  -0.78
C  7.42  -14.49  -8.80  -0.10
C  7.68  -13.86  -10.12  0.20
C  8.20  -14.61  -11.23  -0.23
C  8.20  -14.01  -12.50  -0.12
C  7.61  -12.75  -12.71  -0.23
C  7.27  -12.08  -11.54  0.07
N  7.42  -12.53  -10.27  -0.58
H  7.71  -13.83  -6.94  0.51
H  6.34  -14.75  -8.74  0.23
H  8.06  -15.35  -8.61  0.23
H  8.63  -15.60  -11.04  0.25
H  8.52  -14.55  -13.40  0.25
H  7.46  -12.28  -13.69  0.27
H  6.75  -11.11  -11.56  0.22
C  11.14  -12.93  -5.81  -0.66
C  10.98  -12.63  -7.24  0.40
N  10.19  -11.74  -7.92  -0.61
C  10.59  -11.81  -9.22  -0.10
C  11.67  -12.65  -9.36  -0.07
N  11.88  -13.19  -8.11  -0.49
H  10.47  -13.77  -5.71  0.23
H  10.79  -12.10  -5.19  0.25
H  12.19  -13.16  -5.62  0.25
H  10.11  -11.16  -9.93  0.24
H  12.18  -12.90  -10.25  0.25
H  12.51  -13.92  -7.79  0.44
H  7.97  -9.64  -9.15  -0.65
C  3.54  -11.49  -9.88  -0.81
S  4.47  -10.85  -8.51  1.20
C  3.11  -10.97  -7.28  -0.77
O  5.50  -12.03  -8.12  -1.02
H  2.55  -11.79  -9.58  0.26
H  4.12  -12.34  -10.20  0.27
H  3.50  -10.81  -10.72  0.27
H  2.64  -9.95  -7.15  0.27
H  3.56  -11.30  -6.35  0.24
H  2.37  -11.67  -7.53  0.25
I  9.17  -7.50  -2.95  0.28
C  8.11  -9.04  -3.97  -0.28
C  6.84  -9.51  -3.75  -0.03
N  6.53  -10.39  -4.84  -0.35
N  7.59  -10.58  -5.68  -0.42
C  8.54  -9.73  -5.19  -0.01
H  6.04  -9.26  -3.02  0.27
H  5.62  -10.87  -4.92  0.42
H  9.51  -9.64  -5.65  0.24